(1)
82
Properties=species:S:1:pos:R:3:forces:R:3 method="wB97M-V/def2-TZVPD" lumo_ev=-7.23 total_charge=+3 de_lowest_kj_mol=390.09 homo_ev=-15.1 largest_force_ev_per_a=10.1 gap_ev=7.9
C -0.871 0.169 -0.224 -1.412 -0.112 -0.016
C -0.003 1.244 0.366 1.526 0.379 -0.463
O 0.131 2.492 -0.259 -0.330 -0.201 -0.666
H -0.471 -0.388 -1.071 0.082 0.062 0.038
H -1.872 0.530 -0.462 -0.158 0.539 -0.529
H -1.147 -0.499 0.591 0.535 -0.673 -0.092
H 0.983 0.779 0.386 0.566 -0.358 0.235
H -0.285 1.242 1.419 -0.272 0.928 0.389
C 2.224 2.249 -3.424 -1.575 0.550 -0.286
C 0.835 1.751 -3.850 1.534 -2.980 -1.418
O 0.761 0.719 -4.504 -1.079 2.969 1.780
N -0.393 2.421 -3.258 -0.481 -0.785 -0.971
H -0.258 2.454 -2.258 0.462 -0.495 2.539
H -0.394 3.414 -3.444 -0.036 0.517 -0.735
C -1.734 1.782 -3.568 0.119 0.448 0.316
H 2.411 1.697 -2.502 0.349 0.004 -0.003
H 2.246 3.319 -3.218 0.041 -0.026 0.056
H 2.898 2.009 -4.245 0.038 -0.117 0.321
H -2.482 2.121 -2.851 0.343 0.534 0.080
H -1.679 0.711 -3.376 0.375 0.100 -0.722
H -2.034 2.122 -4.559 0.079 -0.656 -0.002
C 4.014 2.204 1.422 -1.500 1.115 -1.560
C 3.009 3.262 1.924 1.091 -0.787 2.942
O 2.937 3.370 3.130 -1.388 1.033 -2.812
N 2.134 4.177 0.913 0.573 -0.063 2.236
H 2.759 4.732 0.348 0.578 0.482 0.143
H 1.660 3.602 0.231 -1.278 -1.793 -0.506
C 1.024 5.082 1.540 1.365 -0.987 -0.642
H 3.426 1.326 1.155 -0.068 -0.178 -0.022
H 4.748 1.929 2.180 -0.184 0.486 -0.086
H 4.420 2.585 0.485 0.559 -0.289 0.046
H 0.575 4.550 2.379 0.171 0.083 -0.155
H 0.322 5.151 0.709 -0.094 0.412 0.371
H 1.538 5.999 1.829 -0.492 -0.014 0.018
C 0.481 -2.724 -2.163 -0.759 0.578 -1.006
C 1.209 -3.702 -3.019 -1.957 -6.396 -1.122
O 0.715 -4.710 -3.625 2.444 5.433 2.468
N 2.720 -3.726 -2.863 -0.218 1.781 -1.322
H 3.017 -3.602 -1.906 -0.379 0.119 1.705
H 3.134 -4.622 -3.076 -0.333 -0.634 -0.871
C 3.438 -2.564 -3.581 0.343 -1.647 -0.226
H -0.194 -2.161 -2.808 0.529 0.697 -0.578
H 1.118 -2.087 -1.550 -0.210 -0.142 -0.101
H -0.333 -3.179 -1.599 0.815 -0.772 0.499
H 3.140 -2.514 -4.628 -0.533 0.297 0.290
H 4.464 -2.927 -3.641 0.188 0.547 0.351
H 3.325 -1.663 -2.978 -0.007 -0.144 -0.324
C -7.933 -1.495 0.624 0.590 0.205 0.249
C -7.068 -1.819 -0.555 -2.076 -1.458 -0.421
O -7.178 -2.811 -1.180 0.780 0.180 -0.381
N -6.016 -0.787 -0.977 -0.205 -0.129 1.178
H -6.394 -0.124 -1.638 -0.247 0.075 -0.713
H -5.978 -0.283 -0.103 0.844 0.710 0.236
C -4.727 -1.427 -1.361 0.154 0.130 0.087
H -7.738 -2.269 1.366 0.311 0.062 0.218
H -8.985 -1.676 0.403 0.040 0.393 -0.396
H -7.733 -0.509 1.042 -0.341 -0.040 0.107
H -4.405 -1.980 -0.479 0.058 -0.231 -0.312
H -3.981 -0.662 -1.579 -0.213 0.003 -0.072
H -4.913 -2.068 -2.222 0.082 -0.022 0.230
C 0.659 2.866 5.802 -0.650 -0.006 0.604
C 0.044 2.003 4.752 0.692 2.078 -1.071
O -0.347 2.483 3.725 -0.116 -2.002 0.999
N 0.104 0.481 5.017 -0.649 0.814 -0.659
H 1.083 0.297 5.179 0.721 -0.587 -0.504
H -0.289 0.379 5.941 -0.426 -0.311 0.548
C -0.675 -0.350 4.012 -0.805 0.926 0.645
H 1.022 3.753 5.283 0.590 -0.314 0.146
H 1.318 2.392 6.529 0.374 0.021 -0.413
H -0.134 3.282 6.423 -0.436 -0.118 0.080
H -0.588 0.094 3.020 0.740 -0.445 0.081
H -1.693 -0.081 4.293 -0.196 -0.476 -0.026
H -0.518 -1.421 4.137 0.359 0.287 -0.186
N 3.316 -3.614 -0.093 3.330 -3.262 -0.794
S 2.234 -3.324 0.899 -9.432 3.653 -0.181
O 2.572 -3.287 2.257 0.054 -0.623 1.717
O 0.865 -3.811 0.424 3.930 1.969 2.050
F 2.120 -1.728 0.619 -0.057 0.387 -0.616
S 3.447 -5.201 0.507 2.033 -7.615 1.545
O 2.268 -6.007 0.173 1.052 2.237 1.176
O 4.189 -5.517 1.766 -2.335 2.399 -3.208
F 4.386 -5.906 -0.507 1.489 1.267 -1.528

(2)
73
Properties=species:S:1:pos:R:3:forces:R:3 method="wB97M-V/def2-TZVPD" lumo_ev=-12.58 total_charge=+4 de_lowest_kj_mol=0.00 homo_ev=-19.5 largest_force_ev_per_a=0.5 gap_ev=7.0
Zr 0.210 -0.019 -0.020 -0.248 0.421 -0.094
C -1.609 -0.650 2.496 -0.081 0.070 0.003
C -2.280 0.596 1.878 -0.016 -0.101 0.075
N -1.961 0.734 0.422 0.023 0.120 0.014
C -3.044 0.158 -0.454 -0.015 -0.056 -0.033
C -2.465 -0.524 -1.681 -0.017 0.025 0.034
N -1.225 -1.288 -1.350 0.126 0.002 0.081
C -1.463 -2.612 -0.693 0.023 -0.085 0.072
C -1.787 -2.462 0.785 -0.024 -0.051 -0.053
N -0.882 -1.459 1.464 -0.028 -0.080 0.032
H -0.880 -0.354 3.250 0.004 -0.002 -0.030
H -2.339 -1.285 3.000 0.011 0.015 -0.010
H -3.361 0.567 2.007 0.017 0.000 0.000
H -1.937 1.496 2.387 0.012 -0.018 -0.015
H -1.945 1.736 0.232 -0.037 -0.022 0.014
H -3.627 -0.537 0.144 0.006 0.019 -0.012
H -3.734 0.948 -0.755 0.024 -0.008 0.004
H -3.212 -1.183 -2.132 0.022 -0.004 0.029
H -2.186 0.205 -2.441 -0.005 -0.017 0.026
H -0.785 -1.486 -2.254 -0.028 -0.001 0.016
H -2.274 -3.153 -1.188 0.025 0.047 -0.030
H -0.558 -3.208 -0.831 -0.027 0.029 0.008
H -2.816 -2.149 0.940 0.033 0.020 0.001
H -1.692 -3.432 1.277 0.002 0.028 0.008
H -0.211 -2.005 2.001 -0.003 0.016 -0.025
I 2.599 0.338 -1.734 0.115 -0.080 -0.135
C 3.667 -1.307 -0.887 -0.064 0.023 -0.005
I 2.289 -2.227 0.458 0.050 -0.041 -0.013
H 4.524 -0.952 -0.324 0.006 0.003 -0.008
H 3.930 -2.022 -1.660 -0.002 0.010 -0.008
C -0.362 -0.672 -4.509 -0.046 -0.002 0.032
Si -0.330 1.064 -5.229 0.136 -0.006 0.096
C 1.439 1.540 -5.541 -0.025 0.089 -0.017
C -1.392 1.217 -6.722 -0.109 0.054 -0.040
C -1.118 2.237 -3.918 0.041 -0.107 0.106
Te -0.369 2.498 -1.917 0.097 -0.158 0.126
C 1.363 3.662 -2.397 -0.032 0.041 0.066
Si 0.972 5.562 -2.203 -0.074 -0.072 0.084
C 2.436 6.457 -2.873 0.073 0.002 -0.079
C -0.592 5.897 -3.143 0.001 0.023 -0.069
C 0.747 5.828 -0.365 0.063 -0.048 -0.022
H 0.013 -1.381 -5.249 0.022 -0.029 -0.013
H -1.375 -0.993 -4.251 0.000 -0.026 -0.029
H 0.306 -0.734 -3.642 0.019 -0.031 -0.008
H 1.847 0.884 -6.314 0.015 -0.021 -0.009
H 2.091 1.447 -4.670 0.039 0.008 0.035
H 1.522 2.558 -5.927 0.016 0.015 0.018
H -1.013 0.568 -7.515 0.003 -0.017 -0.017
H -1.387 2.237 -7.109 -0.017 0.006 -0.022
H -2.428 0.934 -6.528 -0.017 0.000 -0.027
H -2.177 2.018 -3.766 -0.026 0.023 -0.055
H -1.069 3.278 -4.251 -0.024 0.029 -0.031
H 1.613 3.399 -3.424 0.025 -0.068 -0.059
H 2.183 3.346 -1.751 0.020 0.058 0.016
H 2.568 6.266 -3.940 0.023 0.013 -0.008
H 3.363 6.198 -2.361 0.012 0.008 0.004
H 2.286 7.533 -2.756 0.011 0.015 0.004
H -0.469 5.679 -4.207 -0.033 0.003 -0.027
H -0.809 6.966 -3.075 -0.029 0.009 -0.004
H -1.479 5.379 -2.770 0.001 -0.007 0.015
H 1.707 5.759 0.152 -0.009 0.014 0.036
H 0.029 5.135 0.087 -0.018 -0.010 0.023
H 0.369 6.835 -0.177 -0.019 0.022 0.003
C 1.363 1.998 3.894 0.042 -0.039 0.024
S 0.939 2.601 2.278 -0.113 0.003 -0.048
C 2.487 3.293 1.756 0.045 -0.033 -0.003
O 0.815 1.274 1.393 -0.021 -0.067 -0.088
H 2.229 1.340 3.836 0.005 0.003 0.020
H 0.495 1.507 4.328 -0.014 0.004 -0.004
H 1.594 2.887 4.489 0.000 0.005 0.011
H 2.658 4.164 2.393 -0.004 0.014 0.004
H 2.375 3.628 0.726 -0.003 -0.014 0.017
H 3.284 2.562 1.882 0.022 0.007 -0.007

(3)
73
Properties=species:S:1:pos:R:3:forces:R:3 method="wB97M-V/def2-TZVPD" lumo_ev=-5.32 total_charge=+1 homo_ev=-9.9 largest_force_ev_per_a=3.4 gap_ev=4.6
C 8.378 -2.180 5.214 -0.264 0.004 -0.530
C 8.191 -1.786 3.613 -0.135 0.390 0.353
O 8.418 -0.304 3.549 -1.713 -1.184 -0.903
C 6.661 -2.022 3.049 0.275 0.559 -0.082
N 6.155 -3.450 3.211 -1.323 1.474 0.597
C 4.665 -3.485 2.813 -0.441 0.031 0.716
C 3.845 -3.655 4.257 3.053 0.497 -0.164
O 2.386 -3.511 4.118 -0.751 2.975 1.363
S 2.086 -1.903 4.708 1.917 -1.320 -1.289
N 1.945 -0.946 3.229 -0.099 -0.516 1.719
H 7.298 -2.266 5.700 2.298 0.211 -0.776
H 8.979 -3.184 5.377 -1.383 2.042 -0.438
H 8.970 -1.300 5.714 -1.257 -1.758 -0.988
H 9.020 -2.331 2.953 -2.018 1.193 1.339
H 7.644 0.129 3.066 1.651 -0.994 0.899
H 6.577 -1.678 1.914 0.373 -0.977 2.322
H 5.943 -1.294 3.647 1.382 -1.028 -0.857
H 6.188 -3.621 4.261 0.141 0.076 -1.731
H 4.351 -2.459 2.304 0.614 -2.087 1.029
H 4.426 -4.346 2.055 0.480 1.614 1.622
H 4.154 -4.648 4.807 -1.144 1.772 -1.259
H 4.242 -2.767 4.945 -0.651 -1.966 -1.389
H 0.909 -1.858 5.473 -0.012 -0.329 -1.718
H 1.545 -0.036 3.546 0.292 -0.566 -0.543
H 2.941 -0.807 2.891 -1.287 -0.104 0.729
C 0.184 2.347 -3.854 -0.054 0.304 0.134
O -0.481 2.449 -2.601 0.113 -0.500 -0.209
C -0.912 1.178 -2.098 -0.123 0.327 0.667
C -0.138 0.826 -0.818 0.160 0.057 -0.714
N 1.264 0.518 -1.119 0.029 0.108 0.463
C 2.107 0.405 0.079 0.052 0.308 -0.624
C 2.320 1.684 0.909 0.450 0.011 -0.311
O 3.070 2.694 0.229 -0.586 -0.550 0.573
C 2.287 3.568 -0.573 0.264 0.208 -0.200
H 0.388 3.360 -4.214 -0.091 -0.120 0.135
H 1.136 1.823 -3.746 0.020 -0.132 -0.172
H -0.446 1.837 -4.590 0.098 -0.042 -0.009
H -0.830 0.383 -2.848 0.169 0.140 0.070
H -1.973 1.284 -1.845 0.083 -0.112 -0.013
H -0.604 -0.043 -0.342 0.051 0.014 -0.035
H -0.214 1.678 -0.136 -0.262 0.093 0.074
H 1.648 1.255 -1.708 -0.135 -0.251 0.122
H 3.089 0.057 -0.265 -0.033 0.098 0.139
H 1.705 -0.383 0.725 -0.159 0.028 -0.030
H 2.924 1.406 1.780 0.179 0.055 0.068
H 1.385 2.090 1.310 -0.086 0.082 -0.197
H 1.281 3.719 -0.171 0.036 -0.113 -0.054
H 2.236 3.191 -1.597 -0.233 0.092 -0.011
H 2.792 4.537 -0.610 0.002 -0.141 0.100
C -4.075 0.971 -4.006 -0.029 -0.303 0.125
O -4.496 0.631 -2.692 0.086 0.476 -0.221
C -5.023 1.752 -1.970 -0.445 -0.406 0.441
C -6.522 1.550 -1.701 0.367 0.115 -0.673
N -7.299 1.659 -2.940 0.036 -0.166 0.265
C -8.700 1.245 -2.789 0.229 -0.152 -0.364
C -8.963 -0.239 -2.477 -0.432 0.172 -0.314
O -8.604 -1.124 -3.541 0.210 0.184 0.625
C -7.250 -1.552 -3.519 -0.266 -0.090 -0.351
H -3.598 0.093 -4.450 -0.084 0.054 0.147
H -4.932 1.247 -4.628 0.087 0.157 -0.094
H -3.348 1.788 -3.984 -0.045 0.069 -0.071
H -4.830 2.703 -2.480 -0.097 -0.192 -0.117
H -4.497 1.780 -1.009 -0.045 0.040 -0.019
H -6.866 2.310 -0.991 -0.012 -0.039 -0.065
H -6.651 0.565 -1.243 0.133 -0.045 0.257
H -6.870 1.072 -3.654 -0.106 0.193 0.231
H -9.198 1.485 -3.737 -0.016 -0.113 0.179
H -9.174 1.868 -2.021 0.082 -0.082 0.027
H -10.045 -0.354 -2.349 0.100 -0.002 -0.062
H -8.515 -0.559 -1.529 0.191 -0.010 -0.096
H -6.847 -1.620 -2.504 -0.018 0.118 -0.030
H -6.637 -0.884 -4.128 0.232 -0.021 0.138
H -7.200 -2.544 -3.975 -0.099 0.068 0.052